Below is one molecule with the formula C3H9NO2S, with properties calculated with the ωB97M-V functional and the def2-TZVPD basis.

The multiplicity is 1. For the energy above the lowest of the compared OMol25 structures with the same formula, charge and spin, the calculation gives 77.2 kcal/mol. The value obtained for the maximum force is 0.11729 hartree/bohr. As for the calculated total energy: -19675.065 eV. As for the highest occupied orbital energy: -9.466 eV.

```
16
Properties=species:S:1:pos:R:3:forces:R:3:lowdin_charge:R:1
C 1.38526 -0.67059 0.75323 0.964 2.271 0.501 -0.08
C -1.60267 -1.16853 -1.12958 -0.826 0.800 3.141 -0.12
C 0.93259 0.47187 -0.13396 -2.915 -0.794 1.310 -0.52
N 1.21395 1.76653 0.31881 -1.325 2.203 2.033 0.00
O -1.42130 -0.14736 1.36438 1.602 1.472 -5.625 -0.45
O -1.42514 1.57100 -0.65365 -0.292 -1.489 -0.039 -0.40
S -0.97771 0.26125 -0.14783 -1.495 -0.197 5.302 0.80
H 2.38984 -0.26008 0.94839 0.305 -1.578 0.229 0.10
H 1.21712 -1.63634 0.36103 0.770 -0.987 -1.037 0.06
H 0.82989 -0.74810 1.68572 -0.117 0.814 0.100 0.07
H -2.57281 -1.27352 -0.59047 0.519 -0.046 -0.479 0.07
H -1.79940 -0.84966 -2.09869 0.167 0.129 -1.921 0.03
H -1.03836 -2.06718 -0.89232 0.273 0.200 -0.490 0.06
H 1.15214 0.46935 -1.14505 0.627 -0.839 -2.155 0.10
H 1.23527 1.74657 1.38127 -0.276 0.443 -1.764 0.12
H 0.48132 2.53477 -0.02127 2.019 -2.400 0.893 0.14
```
Forces are in eV/Å.

Below is one molecule with the formula C4H8FN, with properties calculated with the ωB97M-V functional and the def2-TZVPD basis.

The multiplicity is 1. For the energy above the lowest of the compared OMol25 structures with the same formula, charge and spin, the calculation gives 45.4 kcal/mol. The value obtained for the maximum force is 0.07715 hartree/bohr. As for the calculated total energy: -8483.068 eV. As for the highest occupied orbital energy: -9.627 eV.

```
14
Properties=species:S:1:pos:R:3:forces:R:3:lowdin_charge:R:1
C 1.12961 0.43143 -1.28512 0.763 1.272 -2.690 -0.01
C 0.62128 0.45561 -0.09044 -3.581 -0.738 0.699 -0.28
C 1.10568 0.53282 1.29673 -1.743 0.121 0.329 -0.09
C -1.20120 -0.00910 -0.05825 3.046 1.191 -2.245 -0.37
N -1.30972 -1.29156 -0.64256 0.513 -0.813 0.623 0.04
F -1.66703 0.07056 1.20261 -0.241 0.056 1.353 -0.01
H 0.39222 0.20807 -2.04878 0.128 -0.123 -0.281 0.05
H 2.08611 0.84123 -1.76178 -1.011 -0.919 1.525 0.09
H 0.35801 1.20868 1.83127 0.604 -1.690 -0.039 0.10
H 1.10650 -0.58350 1.49224 -0.014 1.458 1.176 0.11
H 2.02181 1.02184 1.53925 1.140 -0.098 -0.495 0.06
H -1.77123 0.73253 -0.66988 0.599 -0.373 0.495 0.14
H -0.61798 -1.91684 -0.19185 -0.868 0.267 -0.533 0.09
H -2.25406 -1.70176 -0.61344 0.665 0.390 0.085 0.09
```
Forces are in eV/Å.

Below is one molecule with the formula C5H7NO, with properties calculated with the ωB97M-V functional and the def2-TZVPD basis.

The multiplicity is 1. For the energy above the lowest of the compared OMol25 structures with the same formula, charge and spin, the calculation gives 110.5 kcal/mol. The value obtained for the maximum force is 0.05132 hartree/bohr. As for the calculated total energy: -8831.409 eV. As for the highest occupied orbital energy: -8.315 eV.

```
14
Properties=species:S:1:pos:R:3:forces:R:3:lowdin_charge:R:1
C 2.17999 -0.54039 0.03305 1.259 -0.597 0.465 -0.18
C -0.14882 -1.16947 -0.04347 -0.117 1.702 -0.159 -0.17
C -0.38932 0.30553 -0.52028 -0.792 0.217 1.806 -0.23
C 2.05621 1.02602 0.06034 -1.166 -2.367 0.014 0.01
C -1.61025 0.99874 0.19331 1.668 -1.407 1.285 -0.04
N 1.28072 -1.42149 0.07370 -1.223 -1.221 -0.762 0.02
O 0.79097 1.22068 -0.05751 -0.897 1.128 -0.755 -0.14
H 3.11530 -1.08037 0.23640 0.448 1.176 -0.291 0.09
H -0.47192 -1.25941 1.01265 -0.217 0.105 -0.457 0.11
H -0.77008 -1.93966 -0.61725 1.355 0.981 0.491 0.14
H -0.51508 0.52741 -1.56662 0.733 -0.448 -0.515 0.13
H -1.82796 0.26193 1.03065 -0.288 1.403 -0.677 0.08
H -2.48241 1.10891 -0.44337 0.073 0.145 -0.035 0.07
H -1.20734 1.96157 0.60841 -0.837 -0.817 -0.410 0.10
```
Forces are in eV/Å.

Below is C2H6NO3P2 as an isolated structure, with properties calculated with the ωB97M-V functional and the def2-TZVPD basis.

The multiplicity is 1. For the energy above the lowest of the compared OMol25 structures with the same formula, charge and spin, the calculation gives 46.7 kcal/mol. The value obtained for the maximum force is 0.11164 hartree/bohr. As for the calculated total energy: -28372.450 eV. Its charge is +1. As for the highest occupied orbital energy (spin up / spin down): -13.639 / -13.637 eV.

```
14
Properties=species:S:1:pos:R:3:forces:R:3:lowdin_charge:R:1
C -0.58036 0.20750 0.04094 -1.501 -2.333 1.546 -0.37
C 0.39756 0.51113 1.05739 0.991 -1.832 2.515 -0.36
N 0.05783 -1.13430 -0.73374 -3.636 1.154 0.265 0.25
O 2.93704 0.08366 -0.30353 0.074 0.449 -2.580 -0.45
O 2.58974 0.52958 1.84943 -0.332 -1.070 5.631 -0.70
O -1.93887 0.16854 0.29670 0.602 -1.122 0.266 0.06
P 2.84733 1.29662 0.52990 1.781 -0.481 -1.995 0.81
P 1.34500 -0.56579 2.10654 -0.407 3.693 -2.385 1.11
H -0.45332 0.91657 -0.66561 0.122 2.020 -2.835 0.12
H 0.83641 1.51082 0.89460 -0.822 -0.438 0.451 0.01
H -0.61622 -1.46160 -1.42684 0.190 0.353 -0.547 0.16
H 0.89182 -0.75760 -1.11999 1.569 -0.264 -0.434 0.10
H 0.12679 -1.91359 -0.11638 0.894 -0.516 0.774 0.12
H -2.17752 -0.22943 1.16549 0.474 0.386 -0.670 0.14
```
Forces are in eV/Å.

Below is one molecule with the formula C4H8O, with properties calculated with the ωB97M-V functional and the def2-TZVPD basis.

The multiplicity is 1. For the energy above the lowest of the compared OMol25 structures with the same formula, charge and spin, the calculation gives 32.4 kcal/mol. The value obtained for the maximum force is 0.03318 hartree/bohr. As for the calculated total energy: -6323.763 eV. As for the highest occupied orbital energy: -10.248 eV.

```
13
Properties=species:S:1:pos:R:3:forces:R:3:lowdin_charge:R:1
C -1.75787 -0.41860 -0.04586 -1.387 0.235 -0.301 -0.12
C -0.53554 0.49855 -0.23826 -0.643 0.297 0.367 -0.22
C 0.66521 -0.09449 0.44273 0.245 0.476 0.915 -0.36
C 2.02117 0.21905 -0.04165 0.192 0.086 -0.204 -0.11
H -1.90411 -0.74747 0.99943 0.419 0.281 -0.283 0.07
H -1.65887 -1.33849 -0.63746 -0.177 0.286 0.023 0.07
H -2.75078 0.10705 -0.28974 1.526 -0.763 -0.024 0.09
H -0.25465 0.64576 -1.31748 -0.519 -0.018 1.003 0.13
H -0.81610 1.46115 0.24077 0.501 -0.276 -0.453 0.12
H 0.57443 -0.37809 1.52858 -0.079 0.218 -1.121 0.16
H 2.91305 0.14877 0.60453 -0.648 -0.147 -0.221 0.11
H 2.15082 0.91373 -0.88679 -0.204 -0.381 0.343 0.11
O 1.35325 -1.01692 -0.35881 0.774 -0.295 -0.044 -0.05
```
Forces are in eV/Å.

Below is a 2-piece molecular cluster, C59H66N3O2Si overall, with properties calculated with the ωB97M-V functional and the def2-TZVPD basis.

The multiplicity is 1. The value obtained for the maximum force is 0.09736 hartree/bohr. As for the calculated total energy: -78690.954 eV. Its charge is +1. As for the highest occupied orbital energy: -7.975 eV.

```
131
Properties=species:S:1:pos:R:3:forces:R:3:lowdin_charge:R:1
C -4.88232 0.47452 3.05489 -0.307 0.089 0.051 -0.04
C -3.56064 1.05098 3.47407 0.277 0.074 -0.059 -0.26
C -2.68600 1.57425 2.51157 0.141 0.079 0.531 0.01
C -1.39068 1.95791 2.85545 -0.173 -0.418 0.329 -0.18
C -0.47230 2.58257 1.84842 0.148 0.094 -0.473 -0.02
C -0.96116 1.68981 4.16825 -0.896 0.287 -0.195 -0.12
N 0.43472 1.71444 4.44903 1.304 -0.162 0.439 0.09
C 1.38675 0.89459 3.91115 1.072 0.910 0.885 -0.09
C 1.46753 0.23180 2.60506 -3.208 -3.077 -2.303 -0.37
C 0.28923 -0.48648 2.14782 1.533 0.753 2.865 -0.21
C 0.08119 -0.76779 0.72683 -0.100 -0.383 -0.448 -0.07
C -0.55555 -1.17387 3.12631 -0.262 -0.353 -0.434 -0.17
C -0.15679 -1.36540 4.47035 0.125 -0.280 0.204 -0.06
C -0.97434 -1.98778 5.41447 -0.400 0.113 -0.431 -0.09
C -2.23478 -2.47337 5.03634 0.206 0.366 0.081 -0.10
C -2.60493 -2.40143 3.68889 0.166 -0.010 0.104 -0.10
C -1.76899 -1.82034 2.74137 0.253 0.222 0.005 -0.04
O 2.49354 0.32160 1.89992 0.715 1.318 0.110 0.00
N 2.50662 1.01931 4.65868 -1.409 0.645 0.315 0.07
C 3.77486 0.40484 4.44011 0.844 -0.247 0.140 -0.13
C 4.04292 -0.91164 4.85212 0.385 0.357 -0.253 -0.17
C 3.04466 -1.82340 5.49210 0.019 -0.471 0.211 -0.03
C 5.34096 -1.39308 4.65896 -0.103 0.351 -0.040 0.00
C 6.34232 -0.59404 4.11223 -0.256 0.131 -0.203 -0.26
C 7.70421 -1.15838 3.85943 0.216 -0.080 0.007 -0.05
C 6.04525 0.72152 3.75656 -0.326 -0.122 0.146 0.01
C 4.76073 1.23983 3.91468 0.301 -0.506 -0.037 -0.20
C 4.48304 2.64625 3.48884 0.343 0.404 -0.182 -0.02
C 2.26481 1.94757 5.67169 0.906 -0.583 -0.104 0.00
C 1.00610 2.36066 5.54845 -0.971 0.334 -0.331 -0.01
C -1.86064 1.35746 5.19880 0.041 -0.394 -0.904 -0.18
C -1.48581 1.19019 6.63853 -0.260 -0.046 0.557 -0.03
C -3.17063 1.05178 4.81334 -0.034 0.063 -0.144 0.01
H -5.52612 0.32584 3.93444 0.091 0.048 -0.381 0.08
H -5.38552 1.14552 2.34124 0.033 -0.263 0.234 0.08
H -4.74789 -0.50665 2.56656 0.033 0.355 0.188 0.08
H -3.01913 1.67317 1.47868 0.049 0.052 0.210 0.10
H 0.21471 3.30024 2.31500 -0.155 -0.135 -0.146 0.10
H 0.13385 1.82042 1.33592 -0.124 0.265 0.178 0.06
H -1.05878 3.10630 1.08154 0.109 0.038 0.260 0.08
H 0.14159 -1.85168 0.54965 0.043 0.275 -0.290 0.08
H -0.93610 -0.46196 0.44464 -0.029 -0.038 -0.181 0.06
H 0.79590 -0.24938 0.08129 0.014 -0.273 0.160 0.06
H 0.87499 -1.12374 4.74868 -0.851 -0.048 -0.031 0.07
H -0.64147 -2.08099 6.45073 -0.018 -0.086 -0.312 0.11
H -2.90959 -2.89478 5.78118 0.196 -0.007 -0.238 0.10
H -3.56839 -2.80057 3.37422 0.224 -0.070 0.045 0.10
H -2.02971 -1.90230 1.67503 -0.015 0.284 0.588 0.10
H 3.58472 -2.63791 5.99392 -0.164 0.252 -0.059 0.09
H 2.44096 -1.31670 6.25276 -0.048 -0.063 -0.198 0.09
H 2.39338 -2.30891 4.75340 0.091 0.224 0.175 0.09
H 5.58022 -2.41269 4.96779 -0.092 0.257 -0.084 0.13
H 8.42868 -0.35262 3.70759 -0.017 -0.222 0.048 0.08
H 8.02123 -1.78448 4.70015 0.069 0.101 -0.184 0.08
H 7.69032 -1.78378 2.95686 0.058 0.111 0.187 0.09
H 6.81452 1.37402 3.34617 -0.053 -0.211 0.065 0.12
H 5.45715 3.11293 3.29347 -0.349 0.113 -0.016 0.08
H 3.89528 2.68542 2.55861 0.030 -0.126 0.332 0.09
H 3.98033 3.23941 4.26294 0.050 -0.117 -0.250 0.07
H 3.05169 2.22986 6.35056 -0.109 -0.045 0.051 0.15
H 0.43264 3.07876 6.11468 0.272 -0.086 -0.164 0.13
H -2.41347 1.17061 7.22664 0.288 0.015 -0.077 0.09
H -0.97140 0.23948 6.83870 -0.012 0.288 -0.208 0.08
H -0.86963 2.00596 7.02178 -0.249 -0.275 0.058 0.06
H -3.89202 0.76628 5.58880 0.311 0.019 -0.354 0.13
C -4.61885 -2.68175 -6.36553 -0.120 -0.264 -0.062 -0.14
Si -3.59165 -3.19601 -4.91208 0.545 0.692 0.108 0.38
C -4.62354 -3.90165 -3.53670 -0.076 -0.127 -0.068 -0.15
C -2.14963 -4.26809 -5.36379 -0.023 -0.434 -0.194 -0.14
O -2.99556 -1.79906 -4.24516 0.262 0.923 0.585 -0.19
C -1.98712 -0.80392 -4.23012 -0.288 -0.937 0.148 -0.32
C -0.73872 -1.31541 -3.48898 0.012 -0.037 -0.314 -0.16
C -0.89364 -2.27021 -2.49075 0.287 -0.142 0.033 -0.01
C 0.24293 -2.80166 -1.86755 -0.204 0.075 -0.040 -0.07
C 1.51531 -2.29682 -2.15029 -0.252 -0.095 0.069 -0.07
C 1.66065 -1.28555 -3.09881 -0.072 -0.014 -0.084 -0.06
C 0.54492 -0.83649 -3.80263 -0.046 0.112 0.383 -0.07
C -1.65105 -0.46472 -5.68931 -0.573 -0.185 0.316 -0.16
C -0.71641 -1.25690 -6.35681 0.309 0.094 -0.498 -0.05
C -0.43128 -1.01709 -7.70209 -0.222 0.050 0.163 -0.05
C -1.11329 -0.01250 -8.39261 0.047 0.048 0.209 -0.07
C -2.11657 0.70338 -7.74167 -0.279 0.110 0.039 -0.07
C -2.42086 0.45326 -6.40227 0.532 -0.029 -0.104 -0.03
C -2.63184 0.37468 -3.39697 -0.728 -0.098 -0.640 -0.15
C -3.72222 0.00094 -2.36811 -0.383 -0.146 -0.531 -0.08
C -3.32548 0.62160 -1.03260 0.037 0.025 0.558 -0.14
C -2.15301 1.55410 -1.33178 0.148 0.013 1.108 -0.10
N -1.64771 1.09737 -2.61956 1.588 1.727 -1.084 0.00
C -0.58863 1.63741 -3.19318 -2.366 -1.127 1.080 0.00
C 0.45382 2.34971 -2.58468 1.526 1.236 0.412 -0.04
C 1.38089 2.18057 -1.56423 -1.021 0.372 -1.383 0.07
C 2.59055 2.95797 -1.84058 1.353 1.380 0.099 -0.22
C 3.89138 2.41271 -1.71994 -0.798 -0.311 0.055 -0.02
C 4.89983 2.79375 -2.60768 -0.019 0.497 -0.067 -0.07
C 4.65375 3.78762 -3.56067 -0.094 -0.156 -0.193 -0.07
C 3.45450 4.51901 -3.52152 0.188 -0.150 0.891 -0.06
C 2.50189 4.19172 -2.55614 0.018 -0.501 -0.591 -0.06
H -4.99690 -3.59498 -6.84555 -0.099 0.331 -0.131 0.04
H -5.46303 -2.06414 -6.03268 0.087 -0.200 -0.098 0.04
H -4.03770 -2.09713 -7.08829 -0.044 -0.194 0.065 0.03
H -5.11301 -4.81517 -3.89937 0.003 0.106 0.262 0.04
H -4.01580 -4.14255 -2.65488 -0.105 -0.062 -0.202 0.04
H -5.39780 -3.18853 -3.22673 0.084 -0.156 -0.107 0.04
H -2.53328 -5.28550 -5.51806 0.271 0.047 -0.064 0.04
H -1.66963 -3.93375 -6.29120 -0.143 -0.110 0.116 0.03
H -1.38116 -4.30363 -4.58125 -0.229 0.004 -0.067 0.04
H -1.90471 -2.61165 -2.22991 0.575 0.009 -0.157 0.12
H 0.10441 -3.61332 -1.15117 0.189 0.294 -0.109 0.11
H 2.38335 -2.67972 -1.61613 -0.194 0.062 -0.144 0.11
H 2.64085 -0.85021 -3.31452 -0.307 -0.246 0.073 0.11
H 0.67721 -0.08607 -4.59037 0.019 -0.451 0.321 0.12
H -0.17978 -2.05253 -5.82990 -0.260 0.400 -0.250 0.12
H 0.32829 -1.61550 -8.19918 -0.153 0.117 0.029 0.11
H -0.85725 0.21752 -9.42644 -0.129 -0.110 0.244 0.11
H -2.68903 1.46933 -8.26221 0.165 -0.215 -0.045 0.11
H -3.24881 0.96403 -5.90538 0.299 -0.021 -0.411 0.11
H -3.10483 1.08792 -4.09550 0.418 -0.276 0.268 0.14
H -4.66042 0.43756 -2.73987 0.183 -0.319 0.230 0.13
H -3.86218 -1.07996 -2.30434 0.057 0.245 -0.028 0.11
H -4.14578 1.20429 -0.60699 0.067 -0.176 0.030 0.11
H -3.05412 -0.15338 -0.29748 0.019 0.312 -0.281 0.11
H -2.48641 2.60792 -1.41310 0.187 -0.450 -0.234 0.15
H -1.35669 1.53613 -0.57549 -0.295 -0.150 -0.235 0.09
H -0.59684 1.63347 -4.28703 0.096 -0.295 0.237 0.16
H 0.71779 3.14326 -3.30108 0.227 -0.644 0.328 0.11
H 1.33565 1.41289 -0.78888 0.116 0.113 -0.319 0.10
H 4.05894 1.65278 -0.95661 -0.022 -0.172 -0.407 0.12
H 5.87464 2.30633 -2.57616 -0.304 0.117 0.066 0.11
H 5.38917 4.01674 -4.33986 -0.215 -0.131 0.426 0.11
H 3.27671 5.33656 -4.22262 0.145 -0.110 0.398 0.11
H 1.62806 4.83304 -2.42537 0.035 -0.356 -0.248 0.12
```
Forces are in eV/Å.